[1]
DFT (the ωB97M-V functional and the def2-TZVPD basis) results for a structure of composition C3H4N4 at a distorted geometry.

XYZ file:
```
11
Properties=species:S:1:pos:R:3:lowdin_charge:R:1
N -0.730 -0.519 1.360 0.056
N 1.364 -1.155 -0.517 0.118
N 0.082 1.450 -1.502 0.068
N 1.066 -1.790 0.477 -0.064
C 0.223 0.374 -0.666 -0.136
C -0.677 0.399 0.389 -0.191
C 0.084 -1.532 1.396 -0.240
H 0.603 1.641 -2.341 0.092
H -0.627 2.163 -1.290 0.101
H 0.019 -2.250 2.202 0.095
H -1.408 1.221 0.492 0.101
```

Output
* relative energy (zero: lowest compared OMol25 entry of this formula, charge and spin): 99.9 kcal/mol
* E_tot: -335.61417 Ha
* max |F|: 0.057 Eh/bohr
* gap between HOMO and LUMO: 8.39 eV
* molar mass: 96.1 g/mol


[2]
DFT (the ωB97M-V functional and the def2-TZVPD basis) results for an isolated molecule of C3H4N4 at a distorted geometry.

XYZ file:
```
11
Properties=species:S:1:pos:R:3:lowdin_charge:R:1
N 2.099 -0.403 -0.243 0.048
N -1.124 -1.476 -1.103 0.205
N -1.912 -0.777 -0.636 -0.064
N -1.043 0.955 0.657 0.042
C -2.081 0.313 0.139 -0.243
C 0.230 0.680 0.509 -0.215
C 0.775 -0.404 -0.258 -0.143
H 2.639 0.305 0.264 0.098
H 0.907 1.372 1.041 0.089
H -3.096 0.633 0.315 0.092
H 2.650 -1.105 -0.714 0.093
```

Output
* relative energy (zero: lowest compared OMol25 entry of this formula, charge and spin): 116.8 kcal/mol
* E_tot: -335.58722 Ha
* max |F|: 0.022 Eh/bohr
* gap between HOMO and LUMO: 8.11 eV
* molar mass: 96.1 g/mol


[3]
DFT (the ωB97M-V functional and the def2-TZVPD basis) results for an isolated molecule of C3H4N4 at a distorted geometry.

XYZ file:
```
11
Properties=species:S:1:pos:R:3:lowdin_charge:R:1
N 1.662 0.735 1.329 0.001
N 0.430 0.331 1.771 0.060
N 1.916 0.441 0.164 -0.074
N 1.127 -0.114 -0.692 -0.060
C 0.557 0.538 -1.645 -0.013
C -0.428 -0.230 1.117 -0.225
C -1.514 -0.870 0.766 -0.008
H -2.573 -0.543 0.830 0.070
H 0.518 1.682 -1.773 0.107
H -1.552 -1.892 0.400 0.057
H -0.143 -0.077 -2.267 0.085
```

Output
* relative energy (zero: lowest compared OMol25 entry of this formula, charge and spin): 150.0 kcal/mol
* SMILES: C=C=N/N=N\N=C
* E_tot: -335.53427 Ha
* max |F|: 0.066 Eh/bohr
* gap between HOMO and LUMO: 8.76 eV
* molar mass: 96.1 g/mol


[4]
DFT (the ωB97M-V functional and the def2-TZVPD basis) results for an isolated molecule of C3H4N4 at a distorted geometry.

XYZ file:
```
11
Properties=species:S:1:pos:R:3:lowdin_charge:R:1
N -1.487 0.639 0.077 -0.048
N 1.736 -0.744 -0.196 -0.045
N 2.596 0.056 0.168 0.063
N -1.878 -0.661 0.108 0.044
C -0.728 -1.311 0.030 -0.106
C -0.171 0.848 -0.102 -0.053
C 0.380 -0.430 -0.052 -0.286
H 2.155 0.922 0.511 0.036
H -2.193 1.252 -0.314 0.153
H -0.723 -2.399 0.006 0.113
H 0.312 1.827 -0.237 0.129
```

Output
* relative energy (zero: lowest compared OMol25 entry of this formula, charge and spin): 70.8 kcal/mol
* SMILES: [H]/N=N\c1cn[nH]c1
* E_tot: -335.66049 Ha
* max |F|: 0.039 Eh/bohr
* gap between HOMO and LUMO: 9.84 eV
* molar mass: 96.1 g/mol


[5]
DFT (the ωB97M-V functional and the def2-TZVPD basis) results for a cluster of 2 separate species, C3H4N4 in total at a distorted geometry.

XYZ file:
```
11
Properties=species:S:1:pos:R:3:lowdin_charge:R:1
N -0.628 -2.044 0.004 0.002
N 0.174 -2.823 0.758 0.032
N -0.797 1.041 -1.475 0.092
N 1.093 -0.792 0.521 0.067
C -0.345 2.042 -0.934 -0.175
C -0.042 -0.855 -0.103 -0.150
C 1.190 -2.038 1.043 -0.249
H -1.497 -2.385 -0.372 0.148
H -0.599 3.022 -1.354 0.068
H 2.031 -2.342 1.631 0.097
H 0.302 2.086 -0.058 0.069
```

Output
* relative energy (zero: lowest compared OMol25 entry of this formula, charge and spin): 4.4 kcal/mol
* multiplicity: 3
* expectation value of S²: 2.019
* E_tot: -335.54576 Ha
* max |F|: 0.023 Eh/bohr
* gap between HOMO and LUMO (spin up / spin down): 9.97 / 8.10 eV
* molar mass: 96.1 g/mol


[6]
DFT (the ωB97M-V functional and the def2-TZVPD basis) results for a cluster of 3 separate species, C3H4N4O in total at a distorted geometry.

XYZ file:
```
12
Properties=species:S:1:pos:R:3:lowdin_charge:R:1
O -0.927 -0.855 -0.417 0.003
N -0.181 1.252 0.011 0.018
N 0.218 -0.009 -0.497 -0.138
N -1.400 1.476 -0.027 0.114
N -3.286 -0.071 0.127 0.097
C 2.434 0.353 -0.001 -0.082
C -1.975 0.047 -0.080 -0.376
C 1.472 -0.492 0.093 -0.313
H -3.600 -1.151 0.199 0.107
H 3.379 -0.461 0.785 0.182
H 1.474 -1.562 0.759 0.173
H 2.393 1.473 -0.951 0.215
```

Output
* relative energy (zero: lowest compared OMol25 entry of this formula, charge and spin): 215.5 kcal/mol
* E_tot: -410.65988 Ha
* max |F|: 0.104 Eh/bohr
* gap between HOMO and LUMO: 9.48 eV
* molar mass: 112.1 g/mol


[7]
DFT (the ωB97M-V functional and the def2-TZVPD basis) results for a structure of composition C3H4N4O at a distorted geometry.

XYZ file:
```
12
Properties=species:S:1:pos:R:3:lowdin_charge:R:1
O 0.599 -0.617 -1.270 -0.055
N -0.163 -0.563 1.316 -0.007
N 1.588 1.381 0.111 0.001
N -1.291 -1.122 0.214 0.028
N 0.324 1.777 0.293 -0.028
C -0.676 -0.988 -0.928 -0.280
C -0.525 0.861 0.888 -0.202
C 1.566 0.251 -0.573 -0.135
H -0.767 -0.595 2.233 0.124
H 2.617 -0.052 -1.009 0.154
H -1.451 -1.302 -1.990 0.218
H -1.821 0.968 0.715 0.182
```

Output
* relative energy (zero: lowest compared OMol25 entry of this formula, charge and spin): 180.1 kcal/mol
* E_tot: -410.71623 Ha
* max |F|: 0.146 Eh/bohr
* gap between HOMO and LUMO: 9.43 eV
* molar mass: 112.1 g/mol


[8]
DFT (the ωB97M-V functional and the def2-TZVPD basis) results for an isolated molecule of C3H4N4O at a distorted geometry.

XYZ file:
```
12
Properties=species:S:1:pos:R:3:lowdin_charge:R:1
O 1.348 0.478 -2.661 -0.115
N 1.187 0.742 0.101 0.063
N 1.153 0.652 1.354 0.000
N 0.290 -0.151 -2.019 0.006
N 0.200 -0.160 1.998 -0.033
C 0.247 0.092 -0.698 -0.331
C -0.949 -0.447 0.001 -0.051
C -1.072 -0.430 1.347 -0.085
H -1.829 -0.722 -0.718 0.139
H -1.860 -0.882 1.910 0.098
H 1.086 0.640 -3.647 0.144
H 0.199 0.188 3.031 0.164
```

Output
* relative energy (zero: lowest compared OMol25 entry of this formula, charge and spin): 114.7 kcal/mol
* SMILES: O/N=c1/cc[nH]nn1
* E_tot: -410.82046 Ha
* max |F|: 0.070 Eh/bohr
* gap between HOMO and LUMO: 8.39 eV
* molar mass: 112.1 g/mol


[9]
DFT (the ωB97M-V functional and the def2-TZVPD basis) results for an isolated molecule of C3H4N4O at a distorted geometry.

XYZ file:
```
12
Properties=species:S:1:pos:R:3:lowdin_charge:R:1
O 2.180 -1.114 -0.254 0.065
N -1.987 0.734 -0.231 0.006
N 2.033 0.976 0.295 0.162
N -1.059 -1.163 0.197 0.104
N -0.641 1.043 -0.171 0.085
C -0.034 -0.150 -0.006 -0.177
C 1.467 -0.156 -0.055 -0.543
C -2.182 -0.609 0.133 -0.200
H -3.127 -1.090 0.531 0.145
H 1.441 1.848 0.483 0.143
H -2.659 1.481 -0.181 0.131
H 2.975 1.022 0.140 0.079
```

Output
* relative energy (zero: lowest compared OMol25 entry of this formula, charge and spin): 22.7 kcal/mol
* SMILES: NC(=O)c1nc[nH]n1
* E_tot: -410.96713 Ha
* max |F|: 0.111 Eh/bohr
* gap between HOMO and LUMO: 10.83 eV
* molar mass: 112.1 g/mol


[10]
DFT (the ωB97M-V functional and the def2-TZVPD basis) results for an isolated molecule of C3H4N4O at a distorted geometry.

XYZ file:
```
12
Properties=species:S:1:pos:R:3:lowdin_charge:R:1
O 2.492 0.403 -0.104 -0.090
N -0.429 -1.399 0.240 0.065
N -1.687 -1.061 0.064 0.009
N 1.758 -0.691 -0.118 -0.020
N -2.010 0.247 -0.212 -0.047
C 0.145 1.111 0.140 -0.003
C -1.166 1.373 0.009 -0.132
C 0.518 -0.431 -0.097 -0.337
H 0.925 1.921 0.565 0.148
H -1.618 2.322 0.335 0.114
H -3.026 0.415 -0.466 0.160
H 3.372 0.130 0.259 0.134
```

Output
* relative energy (zero: lowest compared OMol25 entry of this formula, charge and spin): 121.7 kcal/mol
* SMILES: O/N=c1\cc[nH]nn1
* E_tot: -410.80937 Ha
* max |F|: 0.094 Eh/bohr
* gap between HOMO and LUMO: 8.62 eV
* molar mass: 112.1 g/mol


[11]
DFT (the ωB97M-V functional and the def2-TZVPD basis) results for a structure of composition C3H4N4O at a distorted geometry.

XYZ file:
```
12
Properties=species:S:1:pos:R:3:lowdin_charge:R:1
O 1.248 -1.115 0.230 -0.030
N -0.998 -0.826 -0.041 0.120
N -3.373 0.264 -0.091 -0.019
N 0.640 1.176 0.070 0.153
N 2.356 -0.299 -0.336 0.061
C 1.882 0.986 -0.020 -0.248
C -2.068 0.236 0.068 -0.307
C 0.121 -0.358 0.025 -0.406
H -1.529 1.214 0.783 0.171
H 2.612 1.749 -0.140 0.116
H -4.203 -0.690 -0.485 0.186
H 3.150 -0.737 0.342 0.204
```

Output
* relative energy (zero: lowest compared OMol25 entry of this formula, charge and spin): 145.2 kcal/mol
* E_tot: -410.77183 Ha
* max |F|: 0.107 Eh/bohr
* gap between HOMO and LUMO: 9.90 eV
* molar mass: 112.1 g/mol


[12]
DFT (the ωB97M-V functional and the def2-TZVPD basis) results for an isolated molecule of C3H4N4O at a distorted geometry.

XYZ file:
```
12
Properties=species:S:1:pos:R:3:lowdin_charge:R:1
O -1.642 1.393 0.231 0.072
N 0.190 0.417 2.185 0.059
N -0.641 0.490 -0.109 -0.118
N -0.416 0.363 -1.488 0.054
N 0.550 -0.309 -1.910 0.012
C 0.823 -1.268 0.521 -0.035
C 1.100 -1.218 -0.849 -0.095
C 0.162 -0.003 0.945 -0.432
H 0.589 -0.524 2.887 0.169
H -1.539 1.200 1.133 0.042
H 1.678 -1.883 0.974 0.130
H 2.115 -1.728 -1.293 0.143
```

Output
* relative energy (zero: lowest compared OMol25 entry of this formula, charge and spin): 155.9 kcal/mol
* SMILES: [H]/N=c1\ccnnn1O
* E_tot: -410.75489 Ha
* max |F|: 0.098 Eh/bohr
* gap between HOMO and LUMO: 8.68 eV
* molar mass: 112.1 g/mol